C20H14ClN3O | wB97M-V/def2-TZVPD

Last column: Mulliken charge in e.
Element x y z (Å)
O (-1.57148, 0.40337, -2.57342)  -0.61
C (-1.63009, 0.42678, -1.35708)  0.02
N (-0.66810, -0.06628, -0.53941)  -0.39
C (0.59796, 0.09511, -0.51284)  0.57
N (1.45797, -0.71209, 0.18278)  0.06
C (1.15430, -1.89544, 0.85255)  1.05
C (2.12520, -2.53140, 1.63198)  -0.80
C (1.82848, -3.70173, 2.30533)  -0.66
C (0.57124, -4.27291, 2.22864)  -0.60
C (-0.38585, -3.64477, 1.44858)  0.14
C (-0.11111, -2.47697, 0.76177)  -0.68
H (-0.87242, -2.01784, 0.15614)  0.68
Cl (-1.96748, -4.32915, 1.32050)  -0.23
H (0.33777, -5.18288, 2.75637)  0.43
H (2.59262, -4.17507, 2.90299)  0.38
H (3.11800, -2.12388, 1.72571)  0.35
C (2.81741, -0.19375, 0.15864)  -0.68
C (2.71005, 1.03889, -0.67857)  -0.06
C (3.67896, 1.94108, -1.06430)  -0.79
C (3.29164, 3.01911, -1.84811)  -0.49
C (1.96794, 3.18732, -2.23071)  -0.82
C (0.99224, 2.28407, -1.84221)  -0.30
C (1.38065, 1.20559, -1.06355)  0.66
H (-0.03395, 2.40822, -2.14748)  0.49
H (1.69525, 4.03405, -2.84188)  0.41
H (4.03251, 3.73743, -2.16556)  0.39
H (4.70922, 1.81362, -0.76776)  0.46
H (3.50309, -0.92768, -0.27958)  0.45
H (3.16307, 0.04663, 1.17128)  0.40
C (-2.84912, 0.85991, -0.61862)  0.39
C (-3.02425, 0.63527, 0.74407)  -0.12
C (-4.18998, 1.07736, 1.34449)  -0.55
C (-5.13168, 1.72776, 0.55913)  -0.24
N (-4.97411, 1.94940, -0.73555)  -0.62
C (-3.86391, 1.52415, -1.30677)  -0.36
H (-3.76111, 1.71269, -2.36741)  0.46
H (-6.05977, 2.08893, 0.98338)  0.36
H (-4.36805, 0.91814, 2.39706)  0.38
H (-2.26307, 0.11695, 1.30941)  0.45

Forces on atoms 1 to 2 (eV/Å):
-0.1 0.2 0.0
0.0 0.0 -0.3

Summary:
* highest occupied orbital energy: -8.73 eV
* HOMO-LUMO gap: 8.586 eV
* relative energy (zero: lowest compared OMol25 entry of this formula, charge and spin): 0.0 kcal per mole